{"formula": "C5H7NO", "method": "ωB97M-V/def2-TZVPD", "species": ["H", "N", "C", "O", "C", "C", "C", "C", "H", "H", "H", "H", "H", "H"], "coordinates": [[2.639, -1.603, -0.525], [1.724, -1.755, -0.099], [0.993, -0.744, -0.285], [1.374, 0.364, -0.997], [0.419, 1.413, -0.818], [-0.871, 0.732, -0.418], [-1.328, -0.532, -1.080], [-0.434, -0.596, 0.132], [0.405, 2.015, -1.729], [0.739, 2.045, 0.022], [-1.620, 1.336, 0.081], [-0.915, -0.878, -2.024], [-2.372, -0.791, -0.925], [-0.756, -0.999, 1.084]], "homo_lumo_gap_ev": 10.77, "smiles": "[H]/N=C1\\OC[C@H]2C[C@@H]12", "total_energy_ev": -8834.9975, "relative_energy_kcal_mol": 27.8, "charge": 0}

---

{"formula": "C5H14N2O", "method": "ωB97M-V/def2-TZVPD", "species": ["N", "C", "C", "C", "C", "C", "N", "H", "H", "H", "H", "H", "H", "H", "H", "H", "H", "H", "H", "O", "H", "H"], "coordinates": [[0.625, -1.738, 2.331], [0.085, -0.494, 1.781], [-0.474, -0.957, 0.283], [0.717, -1.204, -0.722], [0.405, -0.043, -1.751], [-0.733, 0.849, -1.229], [-1.385, 0.135, -0.128], [1.386, -1.677, 2.953], [0.100, -2.529, 2.344], [0.970, 0.172, 1.526], [-0.815, -0.143, 2.247], [-1.122, -1.785, 0.456], [0.550, -2.207, -1.058], [1.789, -1.207, -0.325], [1.318, 0.287, -2.139], [-0.078, -0.444, -2.611], [-1.434, 0.886, -2.183], [-0.495, 1.937, -0.800], [-2.275, -0.282, -0.401], [0.379, 3.753, -0.050], [0.029, 3.005, 0.415], [0.458, 3.687, -0.940]], "homo_lumo_gap_ev": 9.34, "smiles": "NC[C@@H]1CCCN1.O", "total_energy_ev": -10437.3328, "relative_energy_kcal_mol": 85.2, "charge": 0}

---

{"formula": "C7H8N3O2", "method": "ωB97M-V/def2-TZVPD", "species": ["C", "C", "C", "C", "C", "C", "C", "N", "N", "N", "O", "O", "H", "H", "H", "H", "H", "H", "H", "H"], "coordinates": [[2.121, 2.604, -0.864], [2.278, 1.502, -1.686], [1.097, 2.521, 0.129], [1.482, 0.379, -1.546], [0.285, 1.425, 0.258], [0.453, 0.301, -0.577], [-2.319, -2.897, 1.252], [-0.391, -0.745, -0.654], [-1.403, -2.076, 0.578], [-1.583, -0.862, 0.049], [-2.578, -0.212, -0.060], [-0.111, -2.202, 0.549], [2.571, 3.517, -1.073], [3.021, 1.627, -2.530], [0.842, 3.512, 0.664], [1.720, -0.306, -2.333], [-0.614, 1.352, 0.876], [-2.296, -3.828, 0.760], [-2.097, -3.168, 2.302], [-3.187, -2.415, 1.226]], "homo_lumo_gap_ev": [6.79, 6.15], "total_energy_ev": -15937.5849, "multiplicity": 3, "relative_energy_kcal_mol": 25.2, "charge": 1}

---

{"formula": "C4H12", "method": "ωB97M-V/def2-TZVPD", "species": ["C", "C", "H", "H", "H", "H", "H", "H", "C", "C", "H", "H", "H", "H", "H", "H"], "coordinates": [[0.497, 0.049, -1.273], [1.640, 0.605, -2.172], [0.876, -0.816, -0.751], [0.176, 0.913, -0.713], [-0.182, -0.369, -2.018], [2.038, -0.093, -2.909], [2.444, 1.010, -1.558], [1.275, 1.391, -2.841], [-1.518, -0.415, 1.137], [-0.700, -0.251, 2.405], [-0.914, -0.989, 0.445], [-2.500, -0.870, 1.234], [-1.673, 0.562, 0.687], [0.345, -0.049, 2.176], [-0.678, -1.144, 3.039], [-1.124, 0.465, 3.112]], "homo_lumo_gap_ev": 12.64, "smiles": "CC.CC", "total_energy_ev": -4342.0648, "relative_energy_kcal_mol": 10.7, "charge": 0}

---

{"formula": "C12H16Cl2N6O3PSe4Ti", "method": "ωB97M-V/def2-TZVPD", "species": ["Ti", "Se", "Se", "Se", "Se", "C", "N", "C", "N", "C", "N", "C", "P", "C", "C", "H", "H", "H", "H", "H", "H", "H", "H", "H", "H", "H", "H", "H", "N", "C", "O", "C", "C", "N", "C", "N", "H", "H", "Cl", "C", "Cl", "C", "O", "O", "H"], "coordinates": [[-0.925, -1.428, -0.168], [0.482, -2.223, 1.911], [0.014, -0.494, 3.441], [-2.091, 0.299, 2.737], [-1.696, 0.895, 0.544], [4.897, 1.991, -0.131], [3.953, 1.344, 0.851], [3.686, 2.326, 1.981], [3.204, 3.560, 1.482], [4.138, 4.126, 0.529], [4.391, 3.233, -0.593], [3.205, 3.078, -1.445], [1.695, 2.337, -0.602], [2.694, 0.951, 0.162], [1.853, 3.436, 0.926], [5.037, 1.311, -0.975], [5.850, 2.154, 0.383], [4.359, 0.495, 1.248], [4.638, 2.478, 2.499], [2.952, 1.872, 2.654], [5.089, 4.322, 1.039], [3.732, 5.063, 0.151], [3.458, 2.448, -2.298], [2.936, 4.057, -1.846], [2.931, 0.244, -0.635], [2.054, 0.432, 0.877], [1.191, 3.048, 1.704], [1.496, 4.435, 0.661], [-0.140, -5.059, -2.020], [-0.650, -4.077, -1.235], [0.083, -3.086, -0.958], [-1.956, -4.212, -0.687], [-2.363, -3.099, 0.049], [-2.672, -2.161, 0.697], [-2.743, -5.349, -0.912], [-3.341, -6.315, -1.123], [-0.749, -5.779, -2.371], [0.723, -4.869, -2.498], [1.107, 1.803, -3.438], [0.261, -0.505, -3.493], [-0.807, -0.705, -4.804], [-0.275, -0.663, -2.192], [-1.503, -0.993, -1.959], [0.466, -0.530, -1.145], [1.293, -0.734, -3.689]], "homo_lumo_gap_ev": [5.61, 5.63], "total_energy_ev": -346624.5573, "multiplicity": 3, "relative_energy_kcal_mol": 60.0, "charge": -1}

---

{"formula": "C4H12NO2PS", "method": "ωB97M-V/def2-TZVPD", "species": ["C", "N", "S", "O", "O", "C", "P", "C", "C", "H", "H", "H", "H", "H", "H", "H", "H", "H", "H", "H", "H"], "coordinates": [[0.319, 2.355, 1.462], [-0.994, 1.755, 1.162], [-1.353, 1.746, -0.479], [-1.092, 3.039, -1.036], [-2.661, 1.133, -0.593], [0.038, 0.701, -1.103], [0.257, -0.869, 0.284], [-1.288, -1.740, -0.162], [1.393, -1.800, -0.828], [0.622, 2.701, 0.520], [0.389, 3.225, 2.170], [1.021, 1.601, 1.900], [-1.086, 0.862, 1.587], [0.838, 1.335, -1.090], [-0.200, 0.405, -2.177], [-1.770, -2.161, 0.698], [-1.073, -2.522, -0.862], [-2.032, -1.024, -0.651], [2.387, -1.454, -0.684], [1.111, -1.678, -1.873], [1.237, -2.903, -0.616]], "homo_lumo_gap_ev": 10.45, "smiles": "CNS(=O)(=O)CP(C)C", "total_energy_ev": -30050.0148, "relative_energy_kcal_mol": 79.7, "charge": 0}

---

{"formula": "C7H7", "method": "ωB97M-V/def2-TZVPD", "species": ["C", "C", "C", "C", "C", "C", "C", "H", "H", "H", "H", "H", "H", "H"], "coordinates": [[2.181, -0.743, -1.024], [1.695, -1.361, 0.133], [1.317, -0.080, -1.894], [0.372, -1.211, 0.491], [-0.066, -0.011, -1.586], [-0.522, -0.593, -0.377], [-1.905, -0.499, 0.000], [3.226, -0.800, -1.241], [2.361, -1.920, 0.807], [1.676, 0.437, -2.787], [0.039, -1.611, 1.436], [-0.759, 0.450, -2.266], [-2.247, -1.004, 0.916], [-2.672, 0.049, -0.575]], "homo_lumo_gap_ev": 5.36, "total_energy_ev": -7371.6428, "relative_energy_kcal_mol": 0.0, "charge": -1}

---

{"formula": "C21H26ClN4", "method": "ωB97M-V/def2-TZVPD", "species": ["C", "C", "C", "N", "C", "N", "C", "C", "N", "C", "C", "C", "C", "C", "Cl", "C", "C", "C", "C", "N", "C", "C", "C", "C", "C", "C", "H", "H", "H", "H", "H", "H", "H", "H", "H", "H", "H", "H", "H", "H", "H", "H", "H", "H", "H", "H", "H", "H", "H", "H", "H", "H"], "coordinates": [[-1.217, -3.214, -4.063], [-0.583, -1.896, -3.638], [-1.610, -1.006, -2.931], [-1.047, 0.254, -2.493], [-0.719, 0.657, -1.244], [-0.800, -0.056, -0.115], [-0.777, 0.620, 1.178], [0.645, 0.615, 1.772], [1.175, -0.723, 1.886], [0.709, -1.472, 3.045], [1.104, -0.769, 4.318], [0.162, -0.452, 5.287], [0.536, 0.194, 6.452], [1.865, 0.535, 6.646], [2.338, 1.350, 8.092], [2.819, 0.227, 5.685], [2.434, -0.424, 4.530], [1.093, -1.415, 0.626], [-0.328, -1.429, 0.014], [-0.386, 1.970, -1.285], [-0.487, 2.432, -2.585], [-0.264, 3.677, -3.143], [-0.464, 3.793, -4.508], [-0.879, 2.709, -5.277], [-1.104, 1.462, -4.719], [-0.898, 1.336, -3.355], [-0.484, -3.835, -4.570], [-2.046, -3.040, -4.744], [-1.590, -3.761, -3.201], [-0.198, -1.373, -4.515], [0.267, -2.092, -2.980], [-2.053, -1.518, -2.074], [-2.419, -0.770, -3.628], [-1.179, 1.629, 1.090], [-1.441, 0.056, 1.838], [1.319, 1.187, 1.125], [0.637, 1.078, 2.759], [-0.380, -1.640, 3.043], [1.198, -2.449, 3.011], [-0.875, -0.719, 5.141], [-0.198, 0.432, 7.205], [3.851, 0.493, 5.849], [3.167, -0.667, 3.777], [1.767, -0.913, -0.077], [1.435, -2.443, 0.755], [-0.291, -1.925, -0.950], [-1.018, -1.967, 0.668], [-0.082, 2.524, -0.501], [0.053, 4.515, -2.545], [-0.298, 4.745, -4.986], [-1.030, 2.844, -6.336], [-1.427, 0.635, -5.329]], "homo_lumo_gap_ev": 8.75, "smiles": "CCCn1c(=[N+]2CCN(Cc3ccc(Cl)cc3)CC2)[nH]c2ccccc21", "total_energy_ev": -40677.0922, "relative_energy_kcal_mol": 2.7, "charge": 1}

---

{"formula": "C4H6N2", "method": "ωB97M-V/def2-TZVPD", "species": ["C", "C", "C", "N", "C", "N", "H", "H", "H", "H", "H", "H"], "coordinates": [[-1.740, -0.355, 0.001], [-0.255, -0.122, -0.013], [0.413, 1.043, 0.129], [1.770, 0.731, 0.171], [2.031, -0.586, 0.069], [0.760, -1.118, -0.018], [-2.264, 0.604, 0.088], [-2.056, -0.974, 0.850], [-2.098, -0.843, -0.913], [0.054, 2.056, 0.225], [2.522, 1.396, 0.130], [0.863, -1.832, -0.720]], "homo_lumo_gap_ev": 9.58, "total_energy_ev": -7224.0111, "relative_energy_kcal_mol": 36.4, "charge": 0}

---

{"formula": "C26H27B2ClF4N4RhS2SeTe", "method": "ωB97M-V/def2-TZVPD", "species": ["Rh", "C", "N", "C", "C", "N", "B", "N", "C", "C", "N", "C", "C", "S", "C", "S", "H", "H", "H", "H", "H", "H", "H", "H", "H", "H", "H", "H", "Cl", "F", "B", "F", "F", "F", "Se", "C", "C", "C", "C", "C", "C", "H", "H", "H", "H", "H", "Te", "C", "C", "C", "C", "C", "C", "C", "C", "C", "C", "C", "C", "H", "H", "H", "H", "H", "H", "H", "H", "H", "H"], "coordinates": [[1.230, -0.514, -0.525], [-1.010, -0.304, -3.683], [-1.830, -0.662, -2.531], [-3.103, -0.208, -2.281], [-3.515, -0.821, -1.145], [-2.511, -1.649, -0.714], [-2.697, -2.657, 0.475], [-1.491, -2.635, 1.481], [-1.207, -3.721, 2.283], [-0.208, -3.379, 3.125], [0.132, -2.078, 2.826], [1.173, -1.271, 3.459], [-0.653, -1.645, 1.816], [-0.543, -0.051, 1.161], [-1.479, -1.529, -1.556], [0.039, -2.350, -1.463], [-1.402, 0.614, -4.114], [-1.037, -1.101, -4.424], [0.018, -0.137, -3.375], [-3.592, 0.510, -2.917], [-4.440, -0.734, -0.603], [-3.708, -2.312, 1.050], [-2.757, -3.783, 0.034], [-1.752, -4.645, 2.186], [0.301, -3.948, 3.884], [1.735, -1.900, 4.147], [0.736, -0.437, 4.004], [1.844, -0.859, 2.710], [2.225, 0.648, -2.460], [2.238, 3.049, 1.968], [3.138, 1.960, 2.156], [2.859, 1.312, 3.366], [4.454, 2.401, 2.101], [2.883, 1.056, 1.058], [3.177, -1.779, 0.147], [3.135, -3.662, 0.503], [2.669, -4.153, 1.720], [2.824, -5.494, 2.050], [3.455, -6.360, 1.167], [3.907, -5.883, -0.056], [3.742, -4.544, -0.389], [2.207, -3.472, 2.416], [2.461, -5.860, 3.003], [3.606, -7.398, 1.437], [4.398, -6.554, -0.751], [4.093, -4.166, -1.341], [0.944, 2.454, -0.532], [-0.619, 3.415, 0.582], [-0.317, 4.524, 1.368], [-1.318, 5.165, 2.089], [-2.624, 4.698, 2.040], [-2.930, 3.588, 1.262], [-1.931, 2.950, 0.539], [0.035, 3.241, -2.298], [0.754, 4.233, -2.958], [0.175, 4.964, -3.991], [-1.132, 4.704, -4.378], [-1.846, 3.692, -3.747], [-1.263, 2.966, -2.716], [0.707, 4.872, 1.428], [-1.072, 6.028, 2.697], [-3.401, 5.194, 2.609], [-3.946, 3.211, 1.227], [-2.179, 2.070, -0.043], [1.774, 4.441, -2.656], [0.743, 5.744, -4.483], [-1.597, 5.294, -5.160], [-2.863, 3.472, -4.054], [-1.834, 2.186, -2.228]], "homo_lumo_gap_ev": [6.25, 6.25], "total_energy_ev": -155435.2000, "relative_energy_kcal_mol": 21.8, "charge": -1}

---

{"formula": "C5H15N2", "method": "ωB97M-V/def2-TZVPD", "species": ["C", "C", "C", "N", "C", "C", "N", "H", "H", "H", "H", "H", "H", "H", "H", "H", "H", "H", "H", "H", "H", "H"], "coordinates": [[-2.200, -1.063, -0.548], [-0.741, -1.029, -0.101], [0.059, -2.183, -0.763], [-0.213, 0.310, -0.448], [1.211, 0.612, -0.329], [1.513, 1.162, 1.062], [0.528, 2.312, 1.228], [-2.697, -1.860, 0.001], [-2.296, -1.273, -1.613], [-2.685, -0.106, -0.364], [-0.643, -1.072, 0.985], [-0.148, -2.079, -1.822], [1.112, -2.113, -0.527], [-0.420, -3.095, -0.419], [-0.465, 0.569, -1.384], [1.902, -0.186, -0.604], [1.383, 1.398, -1.071], [1.316, 0.481, 1.889], [2.543, 1.475, 1.213], [1.037, 3.139, 0.909], [-0.231, 2.121, 0.552], [0.135, 2.480, 2.156]], "homo_lumo_gap_ev": 9.99, "smiles": "CC(C)NCC[NH3+]", "total_energy_ev": -8402.0040, "relative_energy_kcal_mol": 15.5, "charge": 1}

---

{"formula": "C38H53As2BrCrN2O4SSi", "method": "ωB97M-V/def2-TZVPD", "species": ["Cr", "Br", "C", "C", "C", "C", "O", "C", "C", "N", "C", "C", "C", "C", "C", "C", "C", "C", "N", "C", "C", "H", "H", "H", "H", "H", "H", "H", "H", "H", "H", "C", "As", "C", "C", "C", "C", "C", "C", "C", "As", "C", "C", "H", "H", "H", "H", "H", "H", "H", "H", "H", "H", "H", "H", "H", "H", "H", "H", "C", "C", "C", "C", "O", "Si", "S", "O", "C", "C", "C", "C", "O", "C", "C", "C", "C", "H", "H", "H", "H", "H", "H", "H", "H", "H", "H", "H", "H", "H", "H", "H", "H", "H", "H", "H", "H", "H", "H", "H", "H", "H", "H", "H"], "coordinates": [[-1.125, -0.860, 0.045], [-6.198, -3.878, 4.593], [-4.728, -3.105, 3.693], [-3.640, -2.607, 4.432], [-2.565, -2.035, 3.800], [-2.528, -1.919, 2.399], [-1.473, -1.404, 1.829], [-3.634, -2.413, 1.666], [-3.721, -2.260, 0.266], [-2.920, -1.556, -0.477], [-3.262, -1.323, -1.844], [-4.507, -1.423, -2.405], [-4.682, -1.199, -3.790], [-3.625, -0.874, -4.588], [-2.338, -0.715, -4.022], [-1.183, -0.389, -4.767], [0.010, -0.244, -4.127], [0.074, -0.379, -2.730], [-0.978, -0.689, -2.000], [-2.177, -0.901, -2.643], [-4.722, -3.026, 2.336], [-3.652, -2.686, 5.513], [-1.715, -1.668, 4.364], [-4.567, -2.747, -0.216], [-5.368, -1.664, -1.794], [-5.673, -1.293, -4.217], [-3.760, -0.719, -5.653], [-1.257, -0.254, -5.840], [0.911, -0.003, -4.674], [0.995, -0.196, -2.186], [-5.562, -3.407, 1.761], [-0.668, 1.550, 2.571], [-1.147, 1.522, 0.695], [0.239, 2.510, -0.246], [-2.527, 2.928, 0.774], [-2.038, 4.237, 0.760], [-2.896, 5.319, 0.866], [-4.263, 5.108, 0.982], [-4.752, 3.813, 1.024], [-3.899, 2.712, 0.934], [-4.585, 0.909, 1.206], [-5.382, 1.193, 2.968], [-6.226, 1.012, 0.145], [-0.452, 2.571, 2.868], [0.179, 0.894, 2.737], [-1.523, 1.180, 3.133], [0.736, 3.197, 0.431], [-0.214, 3.067, -1.062], [0.963, 1.806, -0.637], [-0.983, 4.425, 0.662], [-2.494, 6.326, 0.860], [-4.944, 5.951, 1.053], [-5.820, 3.657, 1.140], [-6.083, 2.026, 2.958], [-4.590, 1.398, 3.688], [-5.901, 0.286, 3.275], [-6.856, 1.844, 0.451], [-6.789, 0.086, 0.279], [-5.970, 1.118, -0.908], [2.762, -4.153, -0.814], [3.902, -3.310, -0.268], [5.234, -3.773, -0.827], [3.924, -3.344, 1.254], [3.708, -1.959, -0.768], [3.115, -0.571, -0.187], [1.105, -0.846, 0.548], [3.983, -0.141, 1.098], [4.317, 0.965, 1.956], [4.325, 2.277, 1.185], [3.282, 1.007, 3.067], [5.697, 0.668, 2.513], [3.081, 0.514, -1.408], [3.867, 0.687, -2.617], [3.697, -0.520, -3.534], [5.341, 0.864, -2.266], [3.326, 1.947, -3.262], [2.875, -5.195, -0.501], [2.753, -4.112, -1.906], [1.811, -3.773, -0.438], [5.440, -4.804, -0.526], [6.038, -3.132, -0.454], [5.225, -3.722, -1.920], [4.136, -4.360, 1.592], [2.960, -3.034, 1.667], [4.699, -2.677, 1.641], [3.354, 2.448, 0.705], [5.096, 2.257, 0.414], [4.534, 3.108, 1.863], [2.299, 1.236, 2.651], [3.546, 1.777, 3.798], [3.228, 0.040, 3.575], [6.412, 0.549, 1.696], [5.678, -0.257, 3.096], [6.032, 1.483, 3.160], [4.133, -1.411, -3.081], [4.193, -0.330, -4.490], [2.639, -0.729, -3.726], [5.699, 0.014, -1.672], [5.498, 1.785, -1.702], [5.939, 0.917, -3.181], [2.248, 1.866, -3.434], [3.823, 2.126, -4.218], [3.502, 2.808, -2.611]], "homo_lumo_gap_ev": [6.67, 7.13], "total_energy_ev": -290292.6589, "multiplicity": 4, "charge": 1}